# 1
Below is a 11-piece molecular cluster, C26H74F6N2O19P overall at a distorted geometry, with properties calculated with ωB97M-V/def2-TZVPD.

Last columns: bonded neighbours and bond lengths (Å).
Cartesian coordinates (Å):
1 P 0.89 1.12 -0.54  F2 1.631, F3 1.634, F4 1.596, F5 1.637, F6 1.588, F7 1.632
2 F 1.39 -0.38 -0.95  P1 1.631
3 F 0.75 0.64 1.02  P1 1.634
4 F 2.36 1.64 -0.20  P1 1.596
5 F 0.26 2.55 -0.08  P1 1.637
6 F 1.05 1.59 -2.05  P1 1.588
7 F -0.61 0.57 -0.84  P1 1.632
8 C -3.03 1.17 -10.49  O9 1.385, H17 1.091, H18 1.104, H19 1.101
9 O -2.70 1.10 -9.15  C8 1.385, C10 1.440
10 C -2.68 2.37 -8.48  O9 1.440, C11 1.502, H20 1.100, H21 1.093
11 C -3.32 2.20 -7.13  C10 1.502, N12 1.452, H22 1.092, H23 1.100
12 N -2.45 1.53 -6.18  C11 1.452, C13 1.454, H24 1.014
13 C -3.20 0.77 -5.19  N12 1.454, C14 1.518, H25 1.091, H26 1.105
14 C -2.27 0.09 -4.20  C13 1.518, O15 1.403, H27 1.104, H28 1.099
15 O -1.56 -0.96 -4.81  C14 1.403, C16 1.416
16 C -0.62 -1.52 -3.91  O15 1.416, H29 1.091, H30 1.092, H31 1.097
17 H -2.97 0.17 -10.94  C8 1.091
18 H -2.34 1.78 -11.10  C8 1.104
19 H -4.04 1.57 -10.65  C8 1.101
20 H -3.28 3.08 -9.06  C10 1.100
21 H -1.62 2.65 -8.53  C10 1.093
22 H -4.20 1.60 -7.31  C11 1.092
23 H -3.67 3.17 -6.73  C11 1.100
24 H -1.87 2.19 -5.68  N12 1.014
25 H -3.82 0.00 -5.66  C13 1.091
26 H -3.84 1.43 -4.58  C13 1.105
27 H -2.83 -0.24 -3.31  C14 1.104
28 H -1.54 0.84 -3.85  C14 1.099
29 H 0.16 -0.80 -3.65  C16 1.091
30 H -0.10 -2.34 -4.41  C16 1.092
31 H -1.14 -1.93 -3.05  C16 1.097
32 C 4.37 -3.20 5.50  O33 1.411, H41 1.092, H42 1.090, H43 1.100
33 O 3.37 -2.69 6.35  C32 1.411, C34 1.433
34 C 2.76 -3.71 7.16  O33 1.433, C35 1.513, H44 1.096, H45 1.095
35 C 1.35 -3.30 7.53  C34 1.513, N36 1.440, H46 1.101, H47 1.094
36 N 0.62 -2.90 6.36  C35 1.440, C37 1.463, H48 1.006
37 C -0.48 -1.97 6.61  N36 1.463, C38 1.510, H49 1.105, H50 1.096
38 C -1.06 -1.33 5.37  C37 1.510, O39 1.418, H51 1.091, H52 1.095
39 O -0.18 -0.49 4.65  C38 1.418, C40 1.410
40 C 0.67 -1.09 3.69  O39 1.410, H53 1.096, H54 1.093, H55 1.090
41 H 5.06 -3.89 5.99  C32 1.092
42 H 4.86 -2.33 5.08  C32 1.090
43 H 3.95 -3.68 4.60  C32 1.100
44 H 3.39 -3.75 8.06  C34 1.096
45 H 2.80 -4.65 6.61  C34 1.095
46 H 1.44 -2.49 8.27  C35 1.101
47 H 0.88 -4.18 7.98  C35 1.094
48 H 1.23 -2.53 5.65  N36 1.006
49 H -0.19 -1.16 7.30  C37 1.105
50 H -1.24 -2.58 7.13  C37 1.096
51 H -1.84 -0.64 5.71  C38 1.091
52 H -1.51 -2.08 4.72  C38 1.095
53 H 0.17 -1.66 2.90  C40 1.096
54 H 1.47 -1.70 4.13  C40 1.093
55 H 1.18 -0.28 3.17  C40 1.090
56 C -0.64 -4.73 -2.50  C57 1.511, O59 1.415, H60 1.098, H61 1.098
57 C 0.21 -4.75 -1.25  C56 1.511, O58 1.421, H62 1.094, H63 1.095
58 O 0.98 -3.57 -1.08  C57 1.421, H64 0.966
59 O -1.67 -3.78 -2.31  C56 1.415, H65 0.961
60 H -1.06 -5.72 -2.70  C56 1.098
61 H 0.04 -4.52 -3.34  C56 1.098
62 H 0.97 -5.53 -1.37  C57 1.094
63 H -0.36 -5.03 -0.36  C57 1.095
64 H 0.37 -2.83 -0.98  O58 0.966
65 H -2.29 -3.81 -3.04  O59 0.961
66 C 4.25 -1.30 2.17  C67 1.498, O69 1.422, H70 1.091, H71 1.096
67 C 3.14 -1.79 1.29  C66 1.498, O68 1.425, H72 1.090, H73 1.105
68 O 3.72 -2.30 0.09  C67 1.425, H74 0.964
69 O 5.19 -2.31 2.49  C66 1.422, H75 0.963
70 H 3.76 -0.89 3.06  C66 1.091
71 H 4.79 -0.51 1.64  C66 1.096
72 H 2.36 -1.07 1.07  C67 1.090
73 H 2.60 -2.63 1.76  C67 1.105
74 H 3.09 -2.78 -0.46  O68 0.964
75 H 5.46 -2.70 1.65  O69 0.963
76 C 5.50 0.17 -3.51  C77 1.530, O79 1.421, H80 1.088, H81 1.093
77 C 4.49 -0.01 -2.37  C76 1.530, O78 1.412, H82 1.104, H83 1.091
78 O 3.46 -0.89 -2.78  C77 1.412, H84 0.966
79 O 6.57 0.98 -3.05  C76 1.421, H85 0.960
80 H 5.01 0.57 -4.39  C76 1.088
81 H 5.96 -0.81 -3.70  C76 1.093
82 H 4.10 1.01 -2.26  C77 1.104
83 H 4.92 -0.28 -1.41  C77 1.091
84 H 2.67 -0.62 -2.30  O78 0.966
85 H 6.37 1.91 -3.16  O79 0.960
86 C -3.13 -1.60 -0.08  C87 1.515, O89 1.450, H90 1.087, H91 1.099
87 C -4.05 -2.08 1.02  C86 1.515, O88 1.416, H92 1.097, H93 1.096
88 O -5.40 -1.69 0.83  C87 1.416, H94 0.963
89 O -3.08 -0.15 -0.08  C86 1.450, H95 0.962
90 H -3.37 -1.96 -1.08  C86 1.087
91 H -2.15 -1.98 0.24  C86 1.099
92 H -3.64 -1.82 2.01  C87 1.097
93 H -4.06 -3.18 1.02  C87 1.096
94 H -5.40 -0.75 0.60  O88 0.963
95 H -2.14 0.01 -0.05  O89 0.962
96 C 1.35 2.64 5.17  C97 1.501, O99 1.409, H100 1.103, H101 1.088
97 C 1.04 2.78 3.71  C96 1.501, O98 1.435, H102 1.096, H103 1.095
98 O 2.26 2.71 2.96  C97 1.435, H104 0.964
99 O 1.70 1.32 5.53  C96 1.409, H105 0.972
100 H 0.45 2.95 5.72  C96 1.103
101 H 2.18 3.26 5.51  C96 1.088
102 H 0.56 3.74 3.48  C97 1.096
103 H 0.43 1.93 3.39  C97 1.095
104 H 2.03 2.47 2.05  O98 0.964
105 H 0.93 0.74 5.40  O99 0.972
106 C -1.70 2.40 1.87  C107 1.514, O109 1.442, H110 1.094, H111 1.087
107 C -2.25 1.28 2.73  C106 1.514, O108 1.421, H112 1.091, H113 1.094
108 O -3.64 1.09 2.52  C107 1.421, H114 0.969
109 O -2.38 3.65 2.09  C106 1.442, H115 0.967
110 H -1.81 2.15 0.81  C106 1.094
111 H -0.66 2.59 2.13  C106 1.087
112 H -2.10 1.58 3.76  C107 1.091
113 H -1.70 0.38 2.43  C107 1.094
114 H -3.79 0.80 1.60  O108 0.969
115 H -3.31 3.42 2.24  O109 0.967
116 C -1.67 5.85 -1.00  C117 1.534, O119 1.430, H120 1.085, H121 1.098
117 C -0.27 5.47 -0.53  C116 1.534, O118 1.434, H122 1.095, H123 1.099
118 O 0.51 4.84 -1.56  C117 1.434, H124 0.971
119 O -2.64 4.82 -0.80  C116 1.430, H125 0.973
120 H -1.62 6.11 -2.05  C116 1.085
121 H -1.98 6.71 -0.38  C116 1.098
122 H -0.21 4.90 0.40  C117 1.095
123 H 0.25 6.41 -0.26  C117 1.099
124 H -0.03 4.04 -1.66  O118 0.971
125 H -2.72 4.70 0.17  O119 0.973
126 O -2.04 2.96 -2.79  H127 0.973, H128 0.962
127 H -2.42 3.55 -2.12  O126 0.973
128 H -2.51 2.13 -2.67  O126 0.962

The HOMO-LUMO gap comes out at 8.89 eV. As for the electronic energy: -95642.13838 eV. For the highest occupied orbital energy, the calculation gives -6.70 eV. The lowest unoccupied orbital energy is 2.188 eV. Its total charge is -1.


# 2
Below is a 8-piece molecular cluster, C26H74N6O8 overall at a distorted geometry, with properties calculated with ωB97M-V/def2-TZVPD.

Last columns: bonded neighbours and bond lengths (Å).
Cartesian coordinates (Å):
1 C 0.45 1.53 4.81  O2 1.539, H7 1.036, H8 1.074, H9 1.045
2 O 1.29 0.25 4.60  C1 1.539, C3 1.382
3 C 2.10 -0.18 5.63  O2 1.382, C4 1.582, H10 1.013, H11 1.215
4 C 3.61 0.17 5.32  C3 1.582, C5 1.563, N6 1.416, H12 1.175
5 C 4.13 -0.47 3.99  C4 1.563, H13 1.149, H14 1.012, H15 1.126
6 N 4.47 -0.25 6.37  C4 1.416, H16 1.106, H17 1.023
7 H 0.44 1.99 5.74  C1 1.036
8 H -0.33 1.56 4.08  C1 1.074
9 H 1.06 2.38 4.71  C1 1.045
10 H 1.74 0.35 6.41  C3 1.013
11 H 1.90 -1.37 5.49  C3 1.215
12 H 3.63 1.34 5.18  C4 1.175
13 H 4.15 -1.62 4.04  C5 1.149
14 H 5.11 -0.31 3.81  C5 1.012
15 H 3.66 -0.15 3.02  C5 1.126
16 H 4.30 -1.34 6.35  N6 1.106
17 H 3.99 0.20 7.16  N6 1.023
18 C 1.05 3.56 -5.85  O19 1.383, H24 1.088, H25 1.119, H26 0.979
19 O 0.66 2.60 -4.94  C18 1.383, C20 1.371
20 C 1.34 1.41 -5.07  O19 1.371, C21 1.495, H27 1.204, H28 1.125
21 C 1.28 0.62 -3.81  C20 1.495, C22 1.493, N23 1.428, H29 1.115
22 C 1.79 1.32 -2.59  C21 1.493, H30 1.026, H31 1.092, H32 1.011
23 N 2.00 -0.61 -3.88  C21 1.428, H33 1.110, H34 1.119
24 H 0.38 4.39 -5.62  C18 1.088
25 H 0.61 3.26 -6.84  C18 1.119
26 H 2.01 3.73 -5.94  C18 0.979
27 H 1.07 0.86 -6.11  C20 1.204
28 H 2.43 1.68 -5.14  C20 1.125
29 H 0.23 0.32 -3.60  C21 1.115
30 H 1.92 0.81 -1.71  C22 1.026
31 H 1.11 2.10 -2.24  C22 1.092
32 H 2.62 1.84 -2.83  C22 1.011
33 H 1.32 -1.38 -4.32  N23 1.110
34 H 1.84 -1.05 -2.86  N23 1.119
35 C -6.63 -2.88 0.25  O36 1.451, H41 0.934, H42 0.974, H43 1.162
36 O -5.66 -1.87 0.65  C35 1.451, C37 1.401
37 C -4.40 -2.24 1.13  O36 1.401, C38 1.565, H44 1.089, H45 1.196
38 C -3.48 -0.97 0.98  C37 1.565, C39 1.546, N40 1.438, H46 1.014
39 C -3.73 0.09 2.08  C38 1.546, H47 1.028, H48 1.151, H49 1.085
40 N -3.64 -0.33 -0.30  C38 1.438, H50 1.052, H51 1.083
41 H -6.18 -3.44 -0.34  C35 0.934
42 H -7.36 -2.27 0.04  C35 0.974
43 H -6.86 -3.48 1.21  C35 1.162
44 H -4.17 -2.26 2.19  C37 1.089
45 H -4.02 -3.19 0.52  C37 1.196
46 H -2.51 -1.28 0.98  C38 1.014
47 H -3.64 -0.39 2.98  C39 1.028
48 H -4.85 0.32 2.02  C39 1.151
49 H -3.08 0.95 1.95  C39 1.085
50 H -4.64 -0.01 -0.38  N40 1.052
51 H -3.61 -1.15 -1.00  N40 1.083
52 C 5.57 -2.47 1.63  O53 1.368, H58 1.104, H59 0.975, H60 1.099
53 O 4.55 -3.33 1.96  C52 1.368, C54 1.445
54 C 3.65 -3.56 0.86  O53 1.445, C55 1.566, H61 1.075, H62 1.062
55 C 2.38 -4.38 1.27  C54 1.566, C56 1.463, N57 1.445, H63 0.966
56 C 2.76 -5.71 1.74  C55 1.463, H64 1.111, H65 1.020, H66 1.185
57 N 1.50 -4.50 0.13  C55 1.445, H67 1.099, H68 1.042
58 H 6.09 -2.11 2.53  C52 1.104
59 H 5.36 -1.73 1.04  C52 0.975
60 H 6.12 -3.19 1.00  C52 1.099
61 H 3.66 -2.52 0.61  C54 1.075
62 H 4.25 -4.03 0.12  C54 1.062
63 H 1.94 -3.98 2.03  C55 0.966
64 H 2.01 -6.30 2.30  C56 1.111
65 H 3.55 -5.67 2.39  C56 1.020
66 H 2.98 -6.41 0.81  C56 1.185
67 H 1.07 -3.51 -0.07  N57 1.099
68 H 0.60 -5.02 0.15  N57 1.042
69 C -0.81 6.25 0.58  O70 1.392, H75 1.064, H76 0.904, H77 1.073
70 O 0.08 5.32 0.06  C69 1.392, C71 1.442
71 C 1.43 5.72 0.36  O70 1.442, C72 1.514, H78 1.008, H79 1.077
72 C 2.32 4.59 -0.09  C71 1.514, C73 1.589, N74 1.447, H80 1.080
73 C 2.08 3.19 0.62  C72 1.589, H81 1.031, H82 1.144, H83 1.169
74 N 3.64 5.08 0.25  C72 1.447, H84 1.036, H85 1.070
75 H -0.96 6.29 1.64  C69 1.064
76 H -1.58 5.88 0.27  C69 0.904
77 H -0.71 7.26 0.22  C69 1.073
78 H 1.51 6.66 -0.01  C71 1.008
79 H 1.37 5.90 1.43  C71 1.077
80 H 2.29 4.53 -1.17  C72 1.080
81 H 2.10 3.02 1.63  C73 1.031
82 H 2.96 2.47 0.53  C73 1.144
83 H 1.17 2.56 0.22  C73 1.169
84 H 3.58 5.30 1.26  N74 1.036
85 H 3.95 5.97 -0.27  N74 1.070
86 C -2.04 -2.61 -1.92  O87 1.395, H92 1.144, H93 1.165, H94 1.220
87 O -3.33 -2.11 -2.15  C86 1.395, C88 1.474
88 C -3.61 -2.05 -3.59  O87 1.474, C89 1.513, H95 1.160, H96 1.091
89 C -4.95 -1.35 -3.70  C88 1.513, C90 1.531, N91 1.439, H97 1.072
90 C -6.13 -2.20 -3.21  C89 1.531, H98 1.003, H99 1.081, H100 1.190
91 N -5.17 -0.87 -5.04  C89 1.439, H101 1.093, H102 0.895
92 H -1.96 -3.68 -2.30  C86 1.144
93 H -1.81 -2.44 -0.79  C86 1.165
94 H -1.23 -2.26 -2.76  C86 1.220
95 H -2.70 -1.58 -4.14  C88 1.160
96 H -3.69 -3.05 -4.02  C88 1.091
97 H -4.81 -0.48 -3.08  C89 1.072
98 H -6.95 -1.67 -3.40  C90 1.003
99 H -5.83 -2.62 -2.26  C90 1.081
100 H -6.20 -3.24 -3.79  C90 1.190
101 H -4.22 -0.35 -5.22  N91 1.093
102 H -5.81 -0.27 -5.19  N91 0.895
103 C 1.62 -0.38 1.02  O104 1.429, H105 1.021, H106 1.093, H107 1.149
104 O 0.59 -0.95 0.20  C103 1.429, H108 0.920
105 H 2.05 -1.07 1.63  C103 1.021
106 H 1.15 0.18 1.82  C103 1.093
107 H 2.40 0.13 0.35  C103 1.149
108 H -0.09 -0.36 0.03  O104 0.920
109 C -1.72 2.39 -0.95  O110 1.413, H111 1.100, H112 1.016, H113 1.076
110 O -1.39 1.03 -0.70  C109 1.413, H114 0.985
111 H -1.19 3.03 -0.23  C109 1.100
112 H -2.64 2.73 -0.70  C109 1.016
113 H -1.48 2.81 -1.91  C109 1.076
114 H -2.21 0.59 -0.37  O110 0.985

The HOMO-LUMO gap comes out at 9.42 eV. As for the electronic energy: -53464.81969 eV. For the highest occupied orbital energy, the calculation gives -8.86 eV. For the energy relative to the best compared isomer or geometry (same formula, charge and spin), the calculation gives 1532.4 kJ/mol. Its SMILES is COC[C@H](C)N.COC[C@H](C)N.COC[C@H](C)N.COC[C@H](C)N.COC[C@H](C)N.COC[C@H](C)N.CO.CO. The lowest unoccupied orbital energy is 0.556 eV. Its total charge is 0.


Question: Among the records above, which one has the highest lowest unoccupied orbital energy?
Answer: C26H74F6N2O19P


Question: Among the records above, which one has the lowest lowest unoccupied orbital energy?
Answer: C26H74N6O8


Question: Which value of electronic energy does entry 2 give?
Answer: -53464.81969 eV


Question: Which of these has the highest highest occupied orbital energy?
Answer: C26H74F6N2O19P